A cluster of 7 separate species, H14O7 in total in a non-equilibrium geometry, computed with wB97M-V/def2-TZVPD.

Geometry as ORCA input:
```
! RIJCOSX wB97M-V def2-TZVPD def2/J DEFGRID3
* xyz 0 1
O -1.67 2.10 0.82
H -1.71 1.38 1.44
H -1.63 1.64 0.00
O -2.04 0.65 -1.72
H -1.97 1.02 -2.61
H -2.26 -0.28 -1.85
O 1.95 -2.33 -0.84
H 2.31 -1.84 -1.59
H 2.27 -1.79 -0.08
O -1.09 -0.57 2.41
H -1.63 -1.08 3.07
H -0.95 -1.11 1.62
O 0.90 1.56 -1.14
H 1.34 2.23 -1.63
H 0.67 1.97 -0.26
O 2.40 -0.35 1.26
H 1.80 0.25 0.80
H 1.82 -0.64 2.01
O -0.42 -1.06 -0.28
H 0.31 -1.53 -0.72
H -0.40 -0.23 -0.71
*
```

Properties
- Maximum force: 2.1 eV/A
- Kohn-Sham gap: 11.1804 eV
- Energy relative to the best compared isomer or geometry (same formula, charge and spin): 98.7 kJ/mol
- HOMO: -10.91 eV

In the natural (NBO) picture, each atom carries the following charge in e: atom 1 (O): -0.968, atom 2 (H): 0.484, atom 3 (H): 0.478, atom 4 (O): -0.960, atom 5 (H): 0.481, atom 6 (H): 0.489, atom 7 (O): -0.965, atom 8 (H): 0.470, atom 9 (H): 0.505, atom 10 (O): -0.992, atom 11 (H): 0.478, atom 12 (H): 0.507, atom 13 (O): -0.973, atom 14 (H): 0.480, atom 15 (H): 0.493, atom 16 (O): -0.957, atom 17 (H): 0.483, atom 18 (H): 0.489, atom 19 (O): -1.011, atom 20 (H): 0.499, atom 21 (H): 0.487